Model a:
Computed, not measured: C2H2N4O in the gas phase, with wB97M-V/def2-TZVPD.

Output
- HOMO level: -10.20 eV
- Gap between HOMO and LUMO: 9.0 eV
- E_LUMO: -1.202 eV

Positions of all 9 atoms, in Å:
H1 -2.95 0.59 -0.35
N1 -2.26 -0.23 -0.28
C1 -1.02 -0.05 0.07
N2 -0.44 1.19 0.17
C2 0.84 1.24 0.07
N3 1.81 0.08 -0.31
N4 1.37 -1.02 -0.12
O1 -0.09 -1.26 0.36
H2 1.36 2.26 0.35



Model b:
Computed, not measured: C2H2N4O in the gas phase, with wB97M-V/def2-TZVPD.

Output
- HOMO level: -9.39 eV
- Gap between HOMO and LUMO: 8.9 eV
- E_LUMO: -0.479 eV

Positions of all 9 atoms, in Å:
O1 -1.92 -0.19 -1.33
C1 -0.83 0.03 -0.84
C2 -0.77 -0.64 0.45
N1 0.46 -0.74 0.89
N2 1.34 0.28 0.60
N3 1.17 1.18 -0.41
N4 0.10 1.06 -1.07
H1 -1.75 -1.19 0.48
H2 2.21 0.22 1.23



Model c:
Computed, not measured: C2H2N4O in the gas phase, with wB97M-V/def2-TZVPD.

Output
- HOMO level: -10.01 eV
- Gap between HOMO and LUMO: 8.9 eV
- E_LUMO: -1.154 eV

Positions of all 9 atoms, in Å:
H1 0.41 -2.28 1.38
N1 0.79 -2.01 0.42
C1 0.36 -0.87 0.10
N2 -0.43 -0.17 1.08
N3 -0.89 0.93 0.74
C2 -0.49 1.43 -0.55
N4 0.28 0.83 -1.33
O1 0.83 -0.29 -1.04
H2 -0.86 2.43 -0.81



It is model c that is the most stable of them.



Model a:
Computed, not measured: 2 unconnected molecules or ions with the total composition C3H6N3O2, with wB97M-V/def2-TZVPD.

Output
- HOMO level: -15.12 eV
- Gap between HOMO and LUMO: 9.6 eV
- Net charge: +1
- E_LUMO: -5.532 eV

Positions of all 14 atoms, in Å:
C1 0.01 -0.33 -0.33
C2 -0.29 -0.88 -2.70
C3 -0.40 1.99 0.05
N1 0.39 0.14 2.51
N2 0.01 -1.18 -1.32
N3 -0.29 0.93 -0.54
O1 -0.18 -1.71 -3.52
O2 -0.56 3.05 0.42
H1 0.24 -0.61 0.72
H2 -0.62 0.16 -2.82
H3 -0.06 -0.55 3.11
H4 1.38 0.08 2.71
H5 0.27 -2.16 -1.15
H6 0.08 1.04 2.87



Model b:
Computed, not measured: a molecular structure, C3H6N3O2, with wB97M-V/def2-TZVPD.

Output
- HOMO level (alpha / beta): -11.85 / -11.85 eV
- Gap between HOMO and LUMO (alpha / beta): 8.0 / 8.0 eV
- Net charge: +1
- E_LUMO (alpha / beta): -3.893 / -3.893 eV

Positions of all 14 atoms, in Å:
C1 -1.44 0.17 -1.20
C2 -0.81 1.03 0.48
C3 0.48 -0.66 -0.30
N1 0.19 0.26 0.65
N2 -0.37 -0.64 -1.30
N3 1.46 -1.57 -0.27
O1 -1.45 1.77 1.33
O2 1.01 0.29 1.74
H1 -1.64 0.94 -1.94
H2 -0.25 -1.38 -1.96
H3 2.09 -1.53 0.55
H4 1.71 -2.33 -0.97
H5 -1.71 2.56 0.87
H6 0.72 1.09 2.33



It is model a that is the most stable of them.



Model a:
Computed, not measured: 19 unconnected molecules or ions with the total composition H39O19, with wB97M-V/def2-TZVPD.

Output
- HOMO level: -12.91 eV
- Gap between HOMO and LUMO: 10.4 eV
- Net charge: +1
- E_LUMO: -2.517 eV

Positions of all 58 atoms, in Å:
O1 -0.53 1.31 -4.08
H1 1.03 -0.69 1.67
H2 -0.47 2.17 -3.64
O2 3.23 -0.05 -3.06
H3 2.32 -0.30 -3.24
H4 -3.22 1.72 -0.36
O3 4.70 0.74 0.03
H5 2.68 0.45 -0.64
H6 -0.20 -0.93 2.39
O4 0.02 -0.36 -2.35
H7 -0.82 -0.65 -1.93
H8 -3.38 1.86 -3.35
O5 -1.14 -4.38 1.33
H9 -0.53 -4.37 2.07
H10 -0.67 -4.90 0.67
O6 -3.46 -3.11 0.30
H11 -0.73 2.30 1.06
H12 -2.87 -3.02 1.04
O7 2.60 -1.53 1.33
H13 1.81 3.28 0.47
H14 2.53 -1.35 0.37
O8 0.07 -0.78 1.48
H15 2.98 -2.42 1.27
O9 2.77 1.33 2.24
H16 3.16 1.75 3.00
H17 2.82 0.38 2.34
O10 0.76 -2.55 -0.88
H18 3.61 0.23 -3.90
H19 0.64 -0.59 -1.61
O11 1.47 3.40 -0.42
H20 3.92 1.15 0.50
H21 2.19 3.83 -0.90
O12 -3.09 1.15 -3.96
H22 -3.35 0.36 -3.50
H23 1.00 -3.48 -0.89
O13 1.75 0.19 -0.52
H24 -0.18 -2.46 -0.96
H25 -3.77 -4.01 0.37
O14 -3.08 2.42 -1.01
H26 -2.51 3.07 -0.61
H27 -0.38 0.48 -3.43
O15 -2.66 0.28 1.82
H28 -2.02 -0.35 1.47
H29 4.78 1.67 -0.29
O16 -2.40 -1.49 -1.83
H30 -0.18 2.77 3.38
H31 -2.62 -1.89 -0.98
O17 0.17 1.99 2.95
H32 -1.57 1.23 -4.17
H33 0.00 1.21 3.50
O18 -0.32 1.87 0.32
H34 0.14 1.11 0.68
H35 -2.28 0.65 2.62
O19 -0.61 -0.16 4.58
H36 -1.48 -0.58 4.68
H37 -0.73 0.54 5.24
H38 1.27 1.00 -0.26
H39 -3.16 -1.48 -2.42



Model b:
Computed, not measured: 19 unconnected molecules or ions with the total composition H39O19, with wB97M-V/def2-TZVPD.

Output
- HOMO level: -13.44 eV
- Gap between HOMO and LUMO: 10.6 eV
- Net charge: +1
- E_LUMO: -2.813 eV

Positions of all 58 atoms, in Å:
O1 -3.24 2.52 -0.12
H1 -1.38 0.40 4.45
H2 -2.93 3.27 0.33
O2 -1.43 -2.11 1.21
H3 -1.62 -1.71 1.97
H4 -1.50 -3.21 1.16
O3 4.01 1.50 -1.88
H5 2.54 0.39 0.69
H6 3.81 1.07 -0.84
O4 -4.14 -1.03 1.23
H7 -4.50 -0.29 0.99
H8 2.49 2.42 0.75
O5 3.70 -2.95 0.09
H9 3.24 -3.77 0.09
H10 3.25 -2.33 -0.64
O6 1.22 -2.32 -0.20
H11 0.45 -2.28 0.53
H12 0.82 -3.03 -0.83
O7 -1.41 3.42 1.33
H13 -0.40 -0.75 3.73
H14 -0.54 3.70 1.06
O8 -1.09 -0.20 3.74
H15 -1.85 3.98 1.93
O9 -1.96 -2.98 -1.33
H16 -1.84 -3.28 -2.25
H17 -2.49 -2.10 -1.35
O10 -4.29 -1.30 -1.54
H18 -5.12 -1.28 -0.98
H19 -1.05 -1.09 -2.73
O11 0.08 0.01 -0.96
H20 4.25 0.72 -2.47
H21 -0.45 -0.79 -1.03
O12 3.06 2.76 0.12
H22 3.96 2.51 0.51
H23 -0.57 0.43 -0.34
O13 3.47 0.64 0.40
H24 -4.61 -0.89 -2.39
H25 -2.72 2.41 -0.81
O14 3.33 -1.37 2.26
H26 3.99 -2.05 2.64
H27 -3.46 -1.29 0.67
O15 0.88 1.40 1.84
H28 0.09 1.66 1.48
H29 2.97 1.46 -2.06
O16 -2.86 1.08 3.24
H30 1.34 0.24 -2.43
H31 -3.38 1.79 3.23
O17 2.06 0.18 -2.98
H32 -2.67 0.90 2.35
H33 1.76 -0.33 -3.68
O18 -0.56 -0.92 -3.48
H34 -0.72 -0.03 -3.75
H35 0.38 1.11 2.64
O19 -0.45 1.72 -2.88
H36 -1.06 1.34 -2.15
H37 -0.91 2.11 -3.73
H38 4.07 0.14 1.03
H39 3.36 -1.90 1.44



It is model a that is the most stable of them.